DFT (ωB97M-V/def2-TZVPD) results for a molecular structure, C30H25BrN3ReSi.

ORCA input file:
```
! wB97M-V def2-TZVPD RIJCOSX def2/J DEFGRID3
* xyz 3 4
Re 0.09002 0.76312 0.32451
Br -2.08362 2.11500 0.54133
Si -0.79698 -1.28018 -0.74288
N 0.45096 0.08328 2.27650
N -0.00054 2.34022 -1.15672
N 2.05808 0.08754 0.17379
C 4.53003 -0.48732 2.88198
C 2.64460 -0.09571 1.39759
C 4.75854 -0.57465 0.37852
C 4.00506 -0.38202 1.55441
C 1.78739 -0.05388 2.52977
C -2.13981 -1.03560 -2.04400
C 4.14041 -0.46539 -0.85047
C -2.78967 -2.05738 1.18082
C -2.33977 0.14608 -2.75842
C 1.38512 -0.22629 4.88466
C -3.91280 -0.97370 -4.18314
C 0.03761 -0.12690 4.61636
C -3.72006 -2.15367 -3.47769
C 2.30821 -0.21122 3.81767
C 1.66323 4.74318 -3.52663
C -2.65527 -4.10541 2.43450
C 3.72133 -0.38463 3.96465
C -1.50776 -2.29365 0.68127
C -3.36331 -2.97103 2.05274
C 2.79785 -0.11623 -0.92151
C 0.85485 2.88423 -2.03817
C -1.37619 -4.33810 1.94778
C -0.39924 0.02643 3.30321
C -1.05173 3.07843 -0.77452
C -3.22696 0.17763 -3.82511
C 0.68021 4.16141 -2.56381
C -1.33529 4.33742 -1.21969
C -0.78902 -3.42168 1.08589
C -2.84742 -2.18450 -2.39914
C -0.44224 4.87939 -2.14155
H -3.10397 -4.80881 3.12357
H -3.36639 -1.19304 0.86685
H -4.61316 -0.94692 -5.00719
H 5.59164 -0.65890 3.00536
H 2.07632 3.98755 -4.19325
H 1.69254 2.27378 -2.34974
H -3.37402 1.09667 -4.37725
H 2.49666 5.19479 -2.98269
H -2.73123 -3.10436 -1.83653
H -0.69431 -0.17472 5.41044
H 4.13106 -0.45526 4.96414
H 5.80937 -0.82972 0.44533
H -4.25175 -3.05311 -3.75659
H 0.34696 -1.99329 -1.36786
H -0.83398 -5.23241 2.22513
H 1.20451 5.52801 -4.12365
H -1.79927 1.05072 -2.49785
H 2.30533 -0.00049 -1.87940
H -2.20781 4.87923 -0.87955
H 1.73736 -0.33631 5.90320
H -4.36959 -2.80741 2.41496
H 0.21241 -3.60553 0.71303
H -1.45701 0.07960 3.07568
H 4.68698 -0.64631 -1.76545
H -0.62442 5.87201 -2.53523
*
```

Computed properties:
LUMO (alpha / beta) ... -10.2673 / -11.2508 eV
HOMO level (alpha / beta) ... -16.4 / -16.4 eV
Expectation value of S² ... 3.781
HOMO-LUMO gap (alpha / beta) ... 6.16 / 5.16 eV